A 3-piece molecular cluster, C4H13NS2 overall at a distorted geometry, computed with wB97M-V/def2-TZVPD.

Total energy   -27516.0854 eV
Energy above the lowest of the compared OMol25 structures with the same formula, charge and spin   78.7 kcal/mol
Orbital gap   0.300 hartree
Total charge   0
2S+1   1

Structure (XYZ):
```
20
Properties=species:S:1:pos:R:3:forces:R:3:mulliken_charge:R:1
H -0.645541 1.622169 -1.651048 0.0 0.1 0.0 0.24
H 1.764070 -2.188243 2.019767 -0.4 0.1 -0.2 0.24
H 1.954374 2.030083 -3.209549 0.1 0.1 0.1 0.28
H -0.995564 0.026933 0.782416 -0.8 -1.7 0.2 0.25
H 0.300568 -0.113183 2.477826 0.4 -0.3 0.5 0.22
C 0.999488 1.541446 -3.038430 -0.4 0.2 -0.5 -0.97
H -0.113596 -0.919926 -0.534739 2.6 3.1 -0.5 0.16
H 0.299203 1.854069 -3.832505 0.3 0.0 0.3 0.31
H 1.156040 0.472329 -3.137696 0.0 -0.1 -0.2 0.31
H -3.399839 -0.045330 1.420541 0.3 -0.3 0.8 0.13
H 1.319323 -1.342076 0.669145 -0.3 -1.0 1.2 0.14
C -0.003912 -1.135744 2.222226 -0.5 -0.4 0.5 -0.32
H -0.409543 -1.684910 3.106621 1.1 0.2 -0.3 0.48
C 0.429817 1.798320 -1.652218 -0.2 -0.9 -0.1 -0.42
N 0.949396 -1.921078 1.459189 1.3 0.3 -0.4 -0.54
C -1.198692 -0.929168 1.361215 -1.9 0.2 -0.9 -0.72
H -1.488152 -1.910494 0.808477 0.8 1.9 0.4 0.33
H 0.584892 2.797969 -1.259100 0.2 0.1 0.1 0.42
S 1.143737 0.605557 -0.460200 -2.1 -2.1 -0.2 -0.30
S -2.646068 -0.558724 2.448062 -0.3 0.4 -0.9 -0.21
```
Positions in Å, forces in eV/Å.

---

C3H4OS as an isolated structure at a distorted geometry, computed with wB97M-V/def2-TZVPD.

Total energy   -16051.9396 eV
Energy above the lowest of the compared OMol25 structures with the same formula, charge and spin   142.3 kcal/mol
Orbital gap   0.290 hartree
Total charge   0
2S+1   1

Structure (XYZ):
```
9
Properties=species:S:1:pos:R:3:forces:R:3:mulliken_charge:R:1
H 0.231806 0.684590 -1.433230 0.5 0.9 4.2 0.23
C -0.666668 0.130363 0.699480 0.1 -2.2 0.1 -0.27
H 0.903622 2.145604 0.094883 -1.6 -4.5 0.3 0.32
S -2.058014 -0.175704 -0.191872 2.1 0.4 2.6 -0.13
O 2.847552 -0.264077 -0.090315 -6.8 0.3 -0.1 -0.48
H 0.834461 -1.432760 -0.274359 2.5 3.1 0.4 0.21
C 1.562220 -0.271569 -0.101378 3.6 -2.3 -0.1 -0.05
C 0.473720 0.834308 0.010272 2.3 1.9 -4.7 -0.12
H -0.037709 -0.632173 1.754939 -2.8 2.5 -2.8 0.30
```
Positions in Å, forces in eV/Å.

---

A 5-piece molecular cluster, C21H48BN5O5S overall at a distorted geometry, computed with wB97M-V/def2-TZVPD.

Total energy   -51755.7615 eV
Orbital gap   0.335 hartree
Total charge   0
SMILES string   CC(=O)NCCCCBCCCS.CNC(C)=O.CNC(C)=O.CNC(C)=O.CNC(C)=O
2S+1   1

Structure (XYZ):
```
81
Properties=species:S:1:pos:R:3:forces:R:3:mulliken_charge:R:1
H 3.289690 0.937858 2.797981 -0.1 0.1 0.0 -0.15
H 0.028972 -10.057822 0.283406 0.0 0.0 -0.1 0.29
C 3.875061 1.404982 0.477921 -0.7 0.5 1.0 -0.70
H -2.102563 6.355111 -2.661754 0.0 0.0 0.0 0.17
H 0.123010 9.147399 -1.467308 0.0 0.0 0.0 0.28
H -1.108459 7.986861 -0.942036 -0.1 0.3 0.0 0.10
H 3.411109 -1.324499 4.008793 0.0 0.2 -0.1 0.29
O 2.644063 6.159115 -1.515378 0.1 0.1 0.0 -0.67
C 0.292378 -5.364345 5.140083 0.7 0.7 -0.2 -1.06
H 1.027713 -5.415280 5.936564 -0.1 -0.1 0.1 0.34
O -0.218653 -8.587089 -1.726347 0.0 0.0 0.1 -0.66
H -0.674675 -5.098476 5.562384 -0.1 -0.3 0.0 0.30
C -0.338688 -8.159346 -0.589079 0.0 0.0 -0.2 0.79
O 0.119561 -4.107688 3.126420 -0.2 0.1 -0.5 -0.53
B 3.948821 0.628711 1.849977 0.6 -0.4 -0.6 0.30
H -0.700071 -6.311593 -1.217132 0.0 0.0 0.0 0.15
C 2.446121 2.898133 -1.009207 -0.2 0.0 1.0 -0.24
C 2.939448 2.640290 0.437186 0.5 -0.2 -0.8 -0.71
N -4.444108 -4.099627 -2.659772 0.2 -0.1 0.0 -0.15
H 2.395653 9.204202 -2.047810 -0.1 0.0 -0.1 0.37
H 0.265429 -6.305616 4.599104 -0.3 -0.1 0.0 0.27
C 3.124785 -1.947457 3.161686 -0.2 -1.2 -0.3 -0.44
H 3.505097 3.513894 0.766054 -0.1 0.1 0.1 0.26
H -0.679499 -6.827818 1.741488 0.0 -0.1 0.0 0.28
C -3.167481 6.181138 -2.784092 0.0 0.0 0.0 -1.14
O -4.417902 -2.211085 -1.451582 0.1 0.0 0.0 -0.65
C -0.188844 -9.049460 0.620899 0.0 -0.1 0.0 -1.19
S 0.857847 2.029517 -1.330566 0.1 -0.1 0.0 -0.23
H -5.533830 5.505505 -3.283280 0.0 0.0 0.0 0.31
N 1.716390 -3.367675 4.631239 0.4 -0.5 0.1 -0.29
H 2.736418 -4.072050 2.897049 0.0 -0.1 0.0 0.36
H 2.161788 -1.619633 2.764432 0.0 0.3 0.1 0.40
H -2.243274 -4.368801 -1.020820 0.1 0.0 -0.1 -0.08
H -5.721614 7.840434 -1.415264 0.0 0.0 0.0 0.23
H 0.390958 1.983436 -0.063088 0.2 0.1 -0.3 0.09
H 0.631493 -8.705012 1.251842 -0.1 0.0 0.1 0.33
H 4.855528 -2.786188 2.200912 0.1 0.0 -0.2 0.40
N 0.853141 7.290694 -0.787107 0.1 0.2 -0.2 -0.13
H -2.852453 -5.432763 -2.989849 0.0 0.0 0.0 0.24
H -6.776383 6.759591 -3.394838 0.0 -0.1 -0.1 0.28
H 3.775429 -3.639391 4.287052 0.0 -0.3 -0.1 0.30
H 2.101709 2.521427 1.120908 -0.1 0.0 0.0 0.40
C -3.897816 -5.309080 -3.249599 -0.4 0.2 0.0 -0.70
H -4.452176 -6.178614 -2.892881 0.1 -0.1 0.0 0.26
H -0.108015 8.821837 0.259223 0.0 0.1 -0.1 0.29
H -3.985207 -5.263085 -4.336354 0.1 -0.1 0.0 0.28
O -3.352603 8.044469 -1.291348 0.0 -0.1 -0.1 -0.68
H 3.200571 2.487636 -1.675804 -0.2 0.0 -0.3 0.39
C 2.219034 8.264442 -2.571839 0.1 0.0 0.0 -1.34
H 1.384994 8.387703 -3.263408 0.0 0.1 0.0 0.36
H 3.653702 -2.083651 1.087147 0.1 -0.3 -0.1 0.33
H -5.411492 -3.880414 -2.833706 0.0 0.0 0.0 0.22
C -6.127715 6.209424 -2.711229 -0.1 0.3 0.2 -0.83
H 0.725051 6.516655 -0.155177 0.0 0.0 0.0 0.19
H 1.364152 -2.424537 4.713447 -0.2 0.1 -0.1 0.31
C -0.797198 -6.156285 0.898846 0.0 0.2 -0.6 -0.89
H 3.108551 8.006687 -3.138254 0.0 -0.1 0.0 0.30
H 3.564345 0.714413 -0.314536 0.2 -0.2 0.0 0.33
H -1.998328 -2.620319 -0.925933 -0.1 0.0 0.0 0.32
N -0.616121 -6.847976 -0.368862 0.0 -0.2 0.2 -0.04
H -3.395377 5.168223 -2.450927 0.0 0.0 -0.1 0.35
H 5.566797 -0.463227 2.850973 0.1 -0.2 0.0 0.33
H -1.766853 -3.446478 -2.472378 0.0 -0.1 0.0 0.37
C -2.359997 -3.426004 -1.556966 0.0 0.0 0.0 -0.76
H -1.798251 -5.722537 0.929433 0.0 0.0 0.2 0.23
H -3.418764 6.279539 -3.840656 0.0 -0.1 0.0 0.33
H -6.752276 5.653722 -2.010153 0.0 -0.1 -0.1 0.28
H -1.111064 -9.064882 1.203005 0.1 0.0 0.1 0.32
C -0.113014 8.379621 -0.738683 0.0 -0.4 0.2 -0.62
C 4.949143 -0.610154 1.959795 -0.7 0.3 -0.4 -0.80
H 5.565908 -0.634180 1.058270 0.3 0.0 0.2 0.31
H -0.065294 -5.355124 0.980489 -0.1 0.0 0.2 0.37
N -5.279619 7.137166 -1.985137 0.1 -0.1 -0.1 -0.20
C 4.175941 -1.950069 2.033469 -0.2 0.7 0.8 -0.71
C -3.924108 7.195726 -1.961211 0.0 0.1 0.1 0.85
H 2.327771 3.956449 -1.220393 0.0 0.0 0.0 0.05
C 2.884458 -3.372274 3.716860 0.1 1.2 0.2 -0.65
C 1.934874 7.154627 -1.589979 0.0 -0.2 0.1 0.83
C 0.674154 -4.241262 4.180165 -0.2 -0.3 0.7 0.47
C -3.815778 -3.183328 -1.874995 -0.1 0.1 0.0 0.66
H 4.898505 1.725558 0.252214 0.0 -0.2 -0.2 0.31
```
Positions in Å, forces in eV/Å.

---

A 2-piece molecular cluster, C6H6O3 overall at a distorted geometry, computed with wB97M-V/def2-TZVPD.

Total energy   -12457.3357 eV
Energy above the lowest of the compared OMol25 structures with the same formula, charge and spin   86.9 kcal/mol
Orbital gap   0.372 hartree
Total charge   0
SMILES string   C#COC(C)=O.C=C=O
2S+1   1

Structure (XYZ):
```
15
Properties=species:S:1:pos:R:3:forces:R:3:mulliken_charge:R:1
H 2.241990 2.499783 2.029935 0.9 0.1 0.1 0.42
O 2.636519 -2.120816 -4.488194 -0.8 1.1 -0.7 -0.33
H 3.566564 -3.722270 -2.208714 -1.9 -2.2 2.7 0.26
C 4.070566 -3.181475 -2.874186 4.3 0.8 0.0 -0.95
H 5.171166 -3.124566 -2.779953 -1.0 0.2 -0.3 0.24
C 1.203346 2.494683 2.108425 -1.8 -0.2 -0.5 -0.15
C -3.524184 1.867246 1.418377 2.0 1.3 -3.4 -0.92
C -2.105623 2.266714 0.929389 -2.9 -0.3 -0.7 0.65
O -1.296677 2.224181 2.046738 1.0 0.2 -0.4 -0.37
H -3.590186 0.831066 1.219079 -0.5 -1.1 0.0 0.27
C 0.011788 2.399020 1.976529 0.6 0.0 0.1 -0.05
C 3.341447 -2.526937 -3.679013 -0.7 0.2 -1.7 0.79
O -1.915684 2.569985 -0.212043 1.6 -0.1 1.2 -0.48
H -4.175411 2.462617 0.761643 -0.1 -0.5 0.6 0.28
H -3.507506 2.122135 2.401234 -0.9 0.4 2.9 0.36
```
Positions in Å, forces in eV/Å.

---

One molecule with the formula C3H6N4 at a distorted geometry, computed with wB97M-V/def2-TZVPD.

Total energy   -9168.1965 eV
Energy above the lowest of the compared OMol25 structures with the same formula, charge and spin   15.2 kcal/mol
Orbital gap   0.346 hartree
Total charge   0
SMILES string   Cc1n[nH]c(N)n1
2S+1   1

Structure (XYZ):
```
13
Properties=species:S:1:pos:R:3:forces:R:3:mulliken_charge:R:1
N -0.851887 -0.159254 0.324946 -1.6 -0.6 0.4 -0.66
H -1.943544 -1.698424 -1.486633 1.5 0.6 -0.5 0.27
H -0.784881 -1.129759 -2.693340 -0.5 -0.4 0.6 0.26
C -0.385597 -0.595598 -0.820616 1.0 0.0 1.5 0.48
N 0.882306 -0.200654 -0.849574 1.2 0.8 -2.6 0.20
H 1.621686 -0.316638 -1.473028 0.6 -0.7 -1.8 0.17
H 0.894757 1.749043 2.450953 1.3 0.9 -0.1 0.33
N 1.202823 0.743400 0.048476 -1.4 -1.6 2.6 -0.74
C 0.076311 1.147292 2.194156 -2.1 -1.1 1.4 -0.90
H 0.157645 0.258989 2.924700 -0.7 1.4 -0.8 0.20
N -0.962180 -1.419090 -1.725372 -1.3 -0.6 -0.9 -0.48
H -0.870744 1.769974 2.333864 1.1 -1.2 0.1 0.23
C 0.147226 0.550973 0.852154 1.0 2.5 0.1 0.63
```
Positions in Å, forces in eV/Å.

---

C5H7ClF2NO as an isolated structure at a distorted geometry, computed with wB97M-V/def2-TZVPD.

Total energy   -26791.9007 eV
Energy above the lowest of the compared OMol25 structures with the same formula, charge and spin   34.9 kcal/mol
Orbital gap   0.298 hartree
Total charge   -1
2S+1   1

Structure (XYZ):
```
17
Properties=species:S:1:pos:R:3:forces:R:3:mulliken_charge:R:1
H 0.751702 1.865638 1.461404 -0.1 -0.5 1.3 0.32
F 2.664339 -0.163444 1.259626 -1.1 0.2 -1.2 -0.37
C -1.781999 -0.443649 -1.375129 -0.5 0.6 1.1 -1.14
Cl -0.699136 -2.125007 2.004968 0.0 -0.1 -0.1 -0.80
H -1.283884 -1.078967 -2.055794 -0.6 -0.9 -1.5 0.33
H 1.504927 -0.738077 -1.662123 0.2 0.0 1.3 0.35
N -0.640325 1.019712 0.269760 1.7 -1.8 -1.9 0.62
F 2.252673 1.394049 -0.203007 0.1 0.6 -0.8 -0.33
H 0.076645 0.105494 1.900206 0.0 -1.0 1.7 0.30
C 0.496518 0.819160 1.259812 0.3 2.7 -3.8 -1.00
H 0.924019 -1.556784 0.001095 0.1 -0.4 -0.5 0.26
C 1.642097 0.331804 0.347354 1.0 -0.4 2.8 1.30
H -2.341259 -1.026814 -0.631192 0.7 -0.4 0.3 0.23
C 1.170841 -0.680276 -0.598472 -4.6 1.3 -1.1 -0.98
H -2.606533 0.210567 -1.666872 0.7 0.3 -1.0 0.34
O -1.517252 1.879456 0.430761 -1.4 1.0 1.0 -0.75
C -0.613372 0.187138 -0.742398 3.5 -1.2 2.2 0.32
```
Positions in Å, forces in eV/Å.

---

One molecule with the formula C4H8N4 at a distorted geometry, computed with wB97M-V/def2-TZVPD.

Total energy   -10232.6455 eV
Energy above the lowest of the compared OMol25 structures with the same formula, charge and spin   129.1 kcal/mol
Orbital gap   0.351 hartree
Total charge   0
SMILES string   C=N/N=C\N=C/NC
2S+1   1

Structure (XYZ):
```
16
Properties=species:S:1:pos:R:3:forces:R:3:mulliken_charge:R:1
H -2.428517 0.353734 -1.251493 2.0 0.3 2.6 0.26
H -2.542430 0.126818 0.682298 2.4 0.6 -2.3 0.21
H -0.853560 -0.522829 -0.365285 -3.7 2.6 0.1 0.43
H -0.297122 -0.884466 2.184794 1.7 0.1 -1.8 0.33
C 0.333128 -0.633770 1.219945 0.9 -2.0 0.3 -0.25
C -1.728311 0.358800 -0.237504 -1.2 -2.6 -1.1 -0.60
H 3.044801 -1.662632 -0.454242 -3.0 0.5 -2.8 0.25
C 2.077270 -1.519508 -1.289332 0.1 -0.5 -1.3 -0.29
H 2.033647 -1.529653 -2.471836 1.7 0.0 2.4 0.26
H 0.448569 2.602894 0.996381 0.6 0.0 -0.9 0.30
C 0.206377 1.599188 0.631658 0.0 0.2 2.5 0.03
N -0.973552 1.599769 -0.064827 -2.0 0.8 -0.3 -0.19
N 0.823067 -1.444760 -0.992306 2.8 0.8 2.4 -0.24
N 0.894713 0.640184 1.242743 -2.6 1.9 -2.1 -0.39
N 0.572968 -1.572767 0.358189 -1.9 -0.3 1.9 -0.39
H -1.611049 2.489000 -0.189184 2.5 -2.2 0.6 0.29
```
Positions in Å, forces in eV/Å.

---

One molecule with the formula C4H5NO, computed with wB97M-V/def2-TZVPD.

Total energy   -7766.1843 eV
Energy above the lowest of the compared OMol25 structures with the same formula, charge and spin   7.9 kcal/mol
Orbital gap   0.378 hartree
Total charge   0
SMILES string   Cc1cocn1
2S+1   1

Structure (XYZ):
```
11
Properties=species:S:1:pos:R:3:forces:R:3:mulliken_charge:R:1
C -1.655123 -0.347584 -0.067875 -0.1 0.0 0.0 -1.02
H 2.867948 -0.727222 -0.582614 -0.1 0.0 0.1 0.38
H -1.980499 -0.955260 0.783841 0.1 0.1 -0.1 0.24
C 0.469028 1.007097 0.494039 -0.2 0.0 0.0 -0.38
C 1.881341 -0.376866 -0.315057 0.0 -0.2 -0.1 0.04
H 0.176569 1.929524 0.971359 0.0 -0.2 -0.1 0.36
N 0.746993 -0.949485 -0.528561 0.2 0.2 0.1 -0.54
H -1.882434 -0.909005 -0.977386 0.0 0.1 0.1 0.30
C -0.190804 -0.060747 -0.009404 -0.1 0.2 0.1 0.65
O 1.808231 0.814128 0.304049 0.0 -0.1 0.0 -0.32
H -2.241251 0.575417 -0.072394 0.1 -0.1 0.0 0.30
```
Positions in Å, forces in eV/Å.